[1]
Density functional theory data (the ωB97M-V functional and the def2-TZVPD basis) for one molecule with the formula C25H33FN4O.

The geometry in ORCA input format:
```
! RIJCOSX wB97M-V def2-TZVPD def2/J DEFGRID3
* xyz 0 1
O -4.879 1.185 -0.455
C -5.037 0.102 0.080
C -4.097 -0.471 1.135
C -3.346 0.622 1.898
C -2.273 1.311 1.055
N -1.334 0.328 0.536
C -0.150 0.859 -0.143
C 0.367 2.183 0.421
C 1.650 2.598 -0.295
N 2.680 1.595 -0.117
C 3.961 2.019 -0.649
C 5.067 1.110 -0.191
C 5.076 0.645 1.145
C 6.094 -0.166 1.557
C 7.113 -0.514 0.642
C 8.202 -1.339 0.979
C 9.138 -1.620 0.025
F 10.188 -2.410 0.338
C 9.057 -1.120 -1.282
C 8.005 -0.318 -1.626
C 7.011 0.005 -0.678
N 5.991 0.798 -1.060
C 2.251 0.337 -0.699
C 0.990 -0.159 -0.004
C -2.058 -0.587 -0.331
C -3.063 -1.396 0.481
N -6.082 -0.682 -0.266
C -6.500 -1.940 0.322
C -7.659 -2.396 -0.565
C -8.275 -1.075 -1.020
C -7.044 -0.207 -1.251
H -4.696 -1.044 1.851
H -4.050 1.377 2.251
H -2.865 0.162 2.764
H -1.742 2.005 1.706
H -2.761 1.877 0.248
H -0.366 1.016 -1.217
H 0.578 2.065 1.484
H -0.369 2.976 0.287
H 2.009 3.540 0.130
H 1.433 2.768 -1.366
H 3.975 2.067 -1.752
H 4.171 3.025 -0.267
H 4.270 0.937 1.798
H 6.138 -0.545 2.568
H 8.295 -1.741 1.977
H 9.829 -1.380 -1.989
H 7.907 0.087 -2.620
H 3.055 -0.393 -0.575
H 2.058 0.447 -1.783
H 1.191 -0.301 1.058
H 0.706 -1.122 -0.427
H -1.351 -1.272 -0.802
H -2.589 -0.040 -1.131
H -2.525 -1.932 1.265
H -3.547 -2.126 -0.171
H -5.686 -2.668 0.337
H -6.846 -1.783 1.352
H -8.360 -3.033 -0.029
H -7.276 -2.944 -1.426
H -8.883 -1.179 -1.916
H -8.890 -0.655 -0.224
H -7.221 0.860 -1.105
H -6.638 -0.350 -2.259
*
```

For the LUMO energy, the calculation gives 0.35 eV. The value obtained for the orbital gap is 0.3152 hartree. Its energy above the lowest of the compared OMol25 structures with the same formula, charge and spin is 0.000 eV. As for the SMILES: O=C(C1CCN(C2CCN(Cc3ccc4cc(F)ccc4n3)CC2)CC1)N1CCCC1.

Löwdin atomic charge list, values in e, 6 entries: number 1, O, carries 0.06; number 2, C, carries -0.43; number 3, C, carries -0.23; number 4, C, carries -0.12; number 5, C, carries -0.19; number 6, N, carries -0.12

***

[2]
Density functional theory data (the ωB97M-V functional and the def2-TZVPD basis) for C25H33N4NiOPS4 as an isolated structure in a non-equilibrium geometry.

The geometry in ORCA input format:
```
! RIJCOSX wB97M-V def2-TZVPD def2/J DEFGRID3
* xyz 0 3
Ni -1.129 -0.574 2.364
S -0.549 1.318 3.276
C 0.934 0.965 4.068
C 1.369 1.621 5.263
C 2.468 1.156 6.048
C 3.142 0.080 5.605
C 2.912 -0.485 4.298
C 1.756 -0.132 3.630
S 1.078 -0.980 2.260
C 1.178 -2.675 2.883
C 0.042 -3.351 2.249
C -0.139 -4.740 2.489
C -1.280 -5.352 2.014
C -2.110 -4.669 1.137
C -1.905 -3.234 1.006
C -2.837 -2.379 0.165
S -2.764 -0.601 0.673
C -4.330 -0.548 1.566
C -5.550 -0.265 0.930
C -6.732 0.030 1.704
C -6.671 -0.050 3.035
C -5.436 -0.323 3.701
C -4.261 -0.588 2.961
S -2.867 -1.072 3.716
N -0.833 -2.621 1.578
H 0.864 2.481 5.575
H 2.819 1.612 6.923
H 3.998 -0.360 6.127
H 3.657 -1.144 3.844
H 1.239 -2.682 3.985
H 2.153 -3.109 2.599
H 0.663 -5.249 3.026
H -1.384 -6.451 2.216
H -2.973 -5.226 0.735
H -3.822 -2.797 0.073
H -2.429 -2.276 -0.826
H -5.578 -0.134 -0.179
H -7.631 0.301 1.159
H -7.583 -0.035 3.657
H -5.306 -0.140 4.754
C 3.432 2.666 -5.341
N 2.103 3.008 -4.931
C 1.744 4.364 -5.144
P 1.136 2.092 -3.915
O -0.256 2.549 -4.095
N 1.673 2.228 -2.305
C 2.968 2.810 -1.986
C 0.761 1.730 -1.276
N 1.579 0.491 -4.389
C 1.307 0.197 -5.802
C 1.913 -0.660 -3.525
H 3.526 1.566 -5.281
H 4.256 3.001 -4.624
H 3.575 3.102 -6.310
H 1.969 4.567 -6.242
H 2.408 5.099 -4.611
H 0.691 4.518 -4.872
H 3.305 3.142 -2.996
H 3.659 2.052 -1.636
H 2.933 3.663 -1.347
H -0.253 2.131 -1.510
H 1.040 1.959 -0.219
H 0.664 0.611 -1.335
H 0.781 1.104 -6.229
H 0.574 -0.600 -5.890
H 2.231 -0.075 -6.329
H 2.333 -0.193 -2.617
H 2.760 -1.181 -4.122
H 1.018 -1.265 -3.411
*
```

Its expectation value of S² is 2.01. For the LUMO energy (alpha / beta), the calculation gives 0.01 / -0.28 eV. The value obtained for the orbital gap (alpha / beta) is 0.2472 / 0.2454 hartree. Its energy above the lowest of the compared OMol25 structures with the same formula, charge and spin is 1.371 eV.

Löwdin atomic charge list, values in e, 6 entries: number 1, Ni, carries -0.22; number 2, S, carries 0.63; number 3, C, carries -0.67; number 4, C, carries -0.07; number 5, C, carries -0.09; number 6, C, carries -0.11

***

[3]
Density functional theory data (the ωB97M-V functional and the def2-TZVPD basis) for C25H33NNiOPSe2 as an isolated structure.

The geometry in ORCA input format:
```
! RIJCOSX wB97M-V def2-TZVPD def2/J DEFGRID3
* xyz 1 3
Ni -0.584 1.279 -0.559
N -1.253 0.308 -2.394
C -1.176 -1.134 -2.445
C -1.738 -1.842 -3.501
C -1.702 -3.226 -3.506
C -1.113 -3.917 -2.452
C -0.541 -3.215 -1.408
C -0.554 -1.820 -1.402
P 0.289 -0.853 -0.119
C -0.239 -1.548 1.468
C 0.398 -2.622 2.088
C -0.090 -3.117 3.287
C -1.215 -2.549 3.871
C -1.858 -1.485 3.254
C -1.370 -0.983 2.056
C 2.038 -1.308 -0.319
C 2.521 -1.757 -1.546
C 3.880 -1.971 -1.730
C 4.770 -1.738 -0.692
C 4.296 -1.301 0.538
C 2.940 -1.086 0.724
H -1.063 0.714 -3.304
H -2.194 0.604 -2.108
H -2.221 -1.305 -4.308
H -2.146 -3.770 -4.329
H -1.100 -4.998 -2.450
H -0.071 -3.749 -0.591
H 1.277 -3.069 1.641
H 0.407 -3.950 3.767
H -1.591 -2.938 4.808
H -2.739 -1.045 3.703
H -1.880 -0.162 1.564
H 1.836 -1.945 -2.364
H 4.242 -2.326 -2.686
H 5.829 -1.908 -0.836
H 4.984 -1.136 1.357
H 2.580 -0.768 1.694
C 1.375 1.724 2.489
Se -0.152 2.561 1.632
C 0.791 4.083 0.852
C 1.891 3.707 -0.120
Se 1.211 2.682 -1.643
C 2.823 1.654 -1.991
H 2.123 1.441 1.754
H 1.000 0.834 2.991
H 1.793 2.408 3.224
H 1.201 4.666 1.676
H 0.021 4.687 0.372
H 2.661 3.100 0.353
H 2.361 4.606 -0.517
H 3.114 1.095 -1.105
H 3.606 2.340 -2.300
H 2.602 0.965 -2.802
C -3.471 3.505 0.339
C -3.314 2.003 0.531
C -4.652 1.288 0.408
O -2.424 1.483 -0.424
H -4.162 3.927 1.070
H -3.852 3.711 -0.663
H -2.511 4.018 0.449
H -2.924 1.824 1.546
H -5.076 1.465 -0.583
H -5.363 1.643 1.155
H -4.520 0.213 0.537
*
```

Its expectation value of S² is 2.01. For the LUMO energy (alpha / beta), the calculation gives -2.05 / -2.67 eV. The value obtained for the orbital gap (alpha / beta) is 0.3283 / 0.3268 hartree. Its energy above the lowest of the compared OMol25 structures with the same formula, charge and spin is 0.000 eV.

Löwdin atomic charge list, values in e, 6 entries: number 1, Ni, carries 0.15; number 2, N, carries 0.03; number 3, C, carries -0.28; number 4, C, carries -0.02; number 5, C, carries -0.05; number 6, C, carries -0.06

***

[4]
Density functional theory data (the ωB97M-V functional and the def2-TZVPD basis) for one molecule with the formula C25H33NO5.

The geometry in ORCA input format:
```
! RIJCOSX wB97M-V def2-TZVPD def2/J DEFGRID3
* xyz 0 1
C -5.640 -0.346 -1.121
C -4.946 -1.114 -0.013
O -3.556 -0.789 -0.042
C -2.763 -1.494 0.768
O -3.179 -2.348 1.509
C -1.307 -1.031 0.696
C -1.271 0.200 1.633
C 0.095 0.876 1.801
O 0.531 1.593 0.666
C -0.082 2.758 0.316
C -0.987 3.467 1.099
C -1.508 4.664 0.636
C -1.143 5.168 -0.598
C -0.242 4.462 -1.380
C 0.283 3.269 -0.931
C -0.918 -0.664 -0.739
C -0.901 -1.916 -1.628
N -0.043 -2.972 -1.144
C 1.358 -2.909 -1.528
C 2.063 -1.579 -1.373
C 2.066 -0.673 -2.428
C 2.660 0.563 -2.295
C 3.225 0.934 -1.087
C 3.237 0.052 -0.016
O 3.731 0.374 1.223
C 4.115 1.705 1.460
C 2.705 -1.240 -0.180
O 2.727 -2.203 0.802
C 3.874 -2.320 1.615
C -0.373 -3.331 0.215
C -0.406 -2.160 1.206
H -5.221 -0.621 -2.086
H -5.505 0.723 -0.978
H -6.702 -0.574 -1.116
H -5.350 -0.848 0.971
H -5.059 -2.196 -0.142
H -1.607 -0.115 2.624
H -1.979 0.938 1.248
H 0.063 1.536 2.678
H 0.878 0.135 1.969
H -1.291 3.105 2.069
H -2.209 5.205 1.255
H -1.557 6.101 -0.949
H 0.050 4.844 -2.347
H 0.982 2.701 -1.525
H -1.624 0.063 -1.144
H 0.072 -0.212 -0.729
H -0.595 -1.647 -2.640
H -1.918 -2.326 -1.680
H 1.404 -3.191 -2.587
H 1.886 -3.666 -0.946
H 1.604 -0.952 -3.363
H 2.675 1.254 -3.125
H 3.649 1.919 -0.984
H 4.371 1.752 2.517
H 4.991 1.987 0.866
H 3.293 2.398 1.252
H 4.790 -2.196 1.032
H 3.870 -1.596 2.432
H 3.839 -3.330 2.024
H 0.340 -4.079 0.565
H -1.367 -3.795 0.189
H -0.784 -2.520 2.164
H 0.607 -1.795 1.343
*
```

For the LUMO energy, the calculation gives 0.72 eV. The value obtained for the orbital gap is 0.3120 hartree. Its energy above the lowest of the compared OMol25 structures with the same formula, charge and spin is 0.940 eV. As for the SMILES: CCOC(=O)C1(CCOc2ccccc2)CCN(Cc2cccc(OC)c2OC)CC1.

Löwdin atomic charge list, values in e, 6 entries: number 1, C, carries -0.06; number 2, C, carries -0.22; number 3, O, carries -0.01; number 4, C, carries -0.47; number 5, O, carries 0.13; number 6, C, carries -0.34